1.
Computed, not measured: a structure of composition C22H34Cl3GeHgN3OSi2Te in a non-equilibrium geometry, with the ωB97M-V functional and the def2-TZVPD basis.

XYZ file:
```
68
C22H34Cl3GeHgN3OSi2Te, DFT the ωB97M-V functional and the def2-TZVPD basis
H 10.6544 -16.0322 17.1749
C 9.2408 -15.6231 7.1636
C 13.0928 -9.0778 8.0749
H 11.1925 -13.7083 16.3610
Si 7.4631 -16.1588 7.2910
H 9.6450 -17.7154 15.5010
C 12.5498 -10.4836 9.9376
C 7.2309 -17.7253 8.3001
H 7.5810 -18.6244 7.7322
H 15.7416 -9.4286 10.1994
H 9.2958 -14.8080 6.4251
H 14.1469 -17.6588 11.4568
H 5.7934 -16.4360 5.4631
C 14.4097 -8.9151 8.5784
C 9.6073 -16.2604 13.9541
H 11.5965 -19.7607 9.2960
H 12.9312 -17.0649 12.5282
H 5.4678 -14.7066 7.7276
C 11.0971 -12.8913 13.7234
O 10.2847 -10.9520 10.5265
C 6.4469 -14.9297 8.2429
C 11.6304 -11.8353 14.6332
C 13.2847 -16.9810 11.4942
H 13.5644 -18.1303 8.3314
C 12.2141 -9.9073 8.7491
H 11.2332 -10.0990 8.3510
H 9.7231 -17.0263 10.2806
H 9.0002 -16.8641 13.2033
C 10.5333 -16.3461 10.3427
C 10.4512 -15.7378 16.1587
H 6.1291 -15.2624 9.2450
H 7.8520 -17.7700 9.2462
H 14.1166 -10.8636 11.3371
H 13.5308 -15.8941 11.3098
Ge 6.7434 -12.2438 12.0229
H 6.2125 -17.8968 8.5892
H 12.0191 -10.9958 14.0752
C 14.7695 -9.5677 9.7410
Cl 6.6331 -10.1270 12.2340
H 10.7455 -19.6195 10.8485
H 10.4929 -15.9013 11.3863
Te 10.3994 -14.7024 8.8546
H 13.3901 -16.3532 8.4988
C 13.8617 -10.3836 10.4203
Hg 8.8619 -13.0284 10.7487
Cl 5.0028 -12.9602 10.9180
C 10.7411 -14.4633 15.6748
H 12.5237 -19.8587 10.8171
H 10.8098 -11.3914 15.1985
H 12.6958 -8.5940 7.2177
H 15.0611 -8.3165 7.9798
C 11.6829 -19.3224 10.3264
H 12.3132 -12.2434 15.4420
H 7.1455 -15.4684 4.9356
H 6.9587 -13.9368 8.3362
C 6.8790 -16.3472 5.5215
Si 12.1014 -17.4603 10.1527
C 12.8528 -17.2719 8.5069
H 7.2943 -17.2884 5.0687
C 10.5834 -14.1384 14.2705
H 12.1512 -17.3286 7.7058
N 11.0707 -12.6383 12.3886
N 9.9152 -15.0066 13.4731
C 11.5115 -11.1313 10.7844
Cl 6.6771 -13.2629 13.9264
H 9.9819 -16.4148 6.8156
N 11.9473 -11.7751 11.9010
C 9.8351 -16.6349 15.2365
```

Maximum force, eV/A: 3.47
HOMO-LUMO gap, eV: 6.2674
Highest occupied orbital energy, Ha: -0.258
LUMO level, eV: -0.759
E_tot, eV: -151192.8377
Relative energy (zero: lowest compared OMol25 entry of this formula, charge and spin), kcal per mole: 36.2

2.
Computed, not measured: a structure of composition C22H34F2NO16S3 in a non-equilibrium geometry, with the ωB97M-V functional and the def2-TZVPD basis.

XYZ file:
```
78
C22H34F2NO16S3, DFT the ωB97M-V functional and the def2-TZVPD basis
H -0.8257 -1.4341 0.3171
C 0.6097 -8.0312 5.3916
H -1.3899 -0.7769 1.8564
H -0.1924 -7.7307 6.0709
H -4.4214 7.5032 -8.5326
S -1.9084 3.8975 -3.3634
O -0.5442 3.1738 -0.7847
H -1.6987 -4.5202 2.8716
O 0.2554 -9.2965 4.8029
O -2.7018 5.5768 -7.1407
C 0.7666 -7.0733 4.2215
H 4.7651 -5.3353 3.5690
C -1.9976 -2.8394 1.5043
F -1.3828 5.6475 -1.3846
H 1.6542 5.5058 -0.6086
H 2.6914 5.5572 0.8450
N -2.6212 2.9435 -2.2527
H 0.0614 -7.4797 2.1937
H -3.1047 6.5544 -4.0364
C -2.9130 6.4271 -2.9728
C -4.6441 6.5749 -8.0042
C 3.6153 3.7879 -1.7725
H 4.3534 2.9985 -1.8952
H -1.2461 -7.2079 3.3796
H 3.4322 -5.1042 4.7332
S -1.5791 2.3172 -1.2642
C -3.6878 6.4392 -6.8328
H 3.7059 3.4691 0.3542
O -2.8483 4.0350 -4.4242
H 6.1704 -6.0452 7.3579
H -2.1722 5.7085 -9.1269
F -2.1330 2.3547 1.7837
O -0.6558 3.4145 -3.8496
H 6.4408 -5.0134 5.2206
H 2.8772 3.7077 -2.5723
O -0.7295 -9.9918 2.9134
C -2.8409 5.1208 -8.4925
H -1.8336 -3.5626 0.7037
C -1.5588 -3.4426 2.8371
H 0.6032 -6.0304 4.4905
H 1.7699 -7.1589 3.8073
H -2.7545 7.3983 -2.5091
O -1.0995 1.0346 -1.6300
C 5.2625 -5.9332 6.7700
C -0.2802 -9.1021 3.5738
S -2.8527 1.8652 0.4860
H -2.5477 4.0756 -8.5475
O -3.1004 0.4751 0.5233
O -4.0244 2.6291 0.3564
O 0.7505 -3.5648 3.6071
H -4.8996 4.4925 -8.4922
C 2.9745 3.7812 -0.3948
O -3.7420 7.0180 -5.7865
H 1.5284 -8.1466 5.9628
C 2.6337 5.2550 -0.1967
O 4.2699 5.0709 -1.8779
H -3.7523 5.9423 -2.4816
O 4.0159 7.1053 -0.9735
C -1.6802 5.5993 -2.7338
H 2.1157 3.1165 -0.3252
H -4.4854 5.4602 -9.9057
H 4.4430 -5.6567 7.4370
C -4.3075 5.3404 -8.8381
C 4.4389 -5.5029 4.5908
C -0.2491 -7.6247 3.2242
H -3.0410 -2.5355 1.4722
C -1.0343 -1.6745 1.3554
C 5.4263 -4.9521 5.6172
O 4.9418 -7.1935 6.1530
H 5.2404 -3.9189 5.9025
C -0.0825 -3.0907 2.8826
O 4.0032 -7.8665 4.2287
C 3.7037 5.9500 -1.0172
C 4.4274 -6.9847 4.9152
H -0.8383 6.0054 -3.2882
H -2.0571 -2.9704 3.6852
O 0.1866 -2.1134 2.0028
H -5.6750 6.5760 -7.6624
```

Maximum force, eV/A: 2.32
HOMO-LUMO gap, eV: 9.0306
Highest occupied orbital energy, Ha: -0.263
LUMO level, eV: 1.887
E_tot, eV: -95557.8790
Charge: -1

3.
Computed, not measured: the molecule C22H34N2O5, with the ωB97M-V functional and the def2-TZVPD basis.

XYZ file:
```
63
C22H34N2O5, DFT the ωB97M-V functional and the def2-TZVPD basis
C -1.6291 -1.8231 2.7986
H -4.4168 -0.4150 3.9552
C -5.2588 -2.6674 6.8207
H -1.9390 6.0230 1.6004
H -9.5311 -4.3712 8.7357
O -10.2332 -5.9194 5.9465
H -4.3601 -0.7990 2.2321
C -1.4346 5.1999 2.0939
H -0.3313 6.4787 3.4232
H -4.7796 3.0040 0.3292
H -2.7624 -3.5607 4.1978
H -9.4831 -4.6108 4.5680
H -9.6337 -2.7452 6.5607
H -1.3096 -3.3428 6.2455
H -2.8392 4.5429 -0.0083
C -1.0501 2.8538 2.3159
H -2.3269 2.8645 -0.0823
C -3.0751 -2.1698 5.8264
H 0.3871 0.5990 2.3030
O -0.8960 -2.7652 3.0612
H -3.9723 2.2808 1.7231
C -3.2913 -2.6257 4.3785
H -3.2307 0.3805 2.9225
C -1.2150 -0.7795 1.7778
H -5.6779 -4.5703 7.7480
H 0.3762 2.2835 3.8257
C -6.0004 -3.5233 7.8508
C -0.1401 3.0960 3.3359
N -3.9324 -2.9312 6.7229
N -2.8201 -1.6331 3.4284
O -1.3651 1.6017 1.8636
H -2.0495 -0.5046 1.1324
H -0.9770 -1.7616 5.5689
O -5.8055 -1.8013 6.1638
H -1.4815 -1.8943 7.2631
H -7.4960 -3.5991 5.7156
C -2.7149 3.6355 0.5857
H -7.7009 -5.1077 6.6388
C -1.6259 -2.2970 6.2598
O -7.3852 -3.4082 7.7715
C -7.9328 -4.0329 6.6200
C -9.4336 -3.8156 6.6197
H 0.8241 4.5868 4.5303
H -9.5014 -6.5628 7.7526
C -3.7484 -0.5576 3.1068
H -11.2541 -6.3351 7.6959
C -10.2979 -5.9159 7.3757
H -0.4466 -1.2399 1.1628
H -3.3941 -1.1271 5.9008
C -1.7125 3.9093 1.6751
C -4.0720 3.1947 1.1372
C -10.1197 -4.4632 7.8249
C -0.5298 5.4602 3.1177
C -10.0857 -4.5833 5.4777
H -5.7036 -3.1792 8.8439
H -11.0885 -3.9921 7.9956
C -0.6912 0.4960 2.4463
C 0.1140 4.4048 3.7340
H -3.5343 -3.6896 7.2515
H -11.0642 -4.1542 5.2328
H -4.3588 -2.7780 4.2125
H -4.4943 3.9642 1.7850
H -0.8843 0.4773 3.5253
```

Maximum force, eV/A: 0.06
HOMO-LUMO gap, eV: 9.2013
Highest occupied orbital energy, Ha: -0.315
LUMO level, eV: 0.620
Structure (SMILES): CCc1ccccc1OCCC(=O)N(C)C[C@H](C)NC(=O)COC[C@@H]1CCOC1
E_tot, eV: -36583.6943
Relative energy (zero: lowest compared OMol25 entry of this formula, charge and spin), kcal per mole: 5.1

4.
Computed, not measured: a structure of composition C22H34N2O5P2Ti in a non-equilibrium geometry, with the ωB97M-V functional and the def2-TZVPD basis.

XYZ file:
```
66
C22H34N2O5P2Ti, DFT the ωB97M-V functional and the def2-TZVPD basis
H 1.5186 0.0119 -0.6671
H -2.0205 -2.8923 1.9303
H -4.8780 -0.7809 -1.3953
O -1.2392 -2.4610 -0.7443
H 4.4580 -2.0298 -1.9368
H -4.5579 0.2032 0.9639
H 3.5000 -1.3361 1.1102
H -0.1741 2.8792 -1.9282
P 2.8125 -0.5684 -1.0762
H 3.3692 0.4480 0.9934
N -0.1576 0.2207 -2.1908
C 3.7107 -0.4587 0.4765
H -3.5513 -1.1639 -2.5345
Ti -0.1382 -0.6752 -0.6953
H -0.5710 2.1098 6.2399
C -0.1657 2.5368 -2.9825
H 3.0469 -1.9047 -3.0697
H -0.0963 -0.3657 -4.8346
H 2.6595 1.7337 -1.6079
C 1.0804 0.1123 3.3365
N 0.4860 -0.2519 6.9452
H 4.2616 0.9699 -2.0225
H 1.9057 -1.1278 4.8712
O 0.0113 0.5086 0.7551
C 0.1972 1.1858 3.0458
H 2.9564 -2.9742 -1.6244
C -0.6299 -3.0294 0.2632
C -3.4610 0.1353 1.0424
H -0.1066 3.7417 -6.1482
C 3.3568 -2.0231 -2.0166
C 1.2655 -0.2770 4.6425
C 0.4947 -3.8591 -0.0388
H 0.1081 -4.7918 -0.4334
H -3.1842 -0.7712 1.6007
H -0.9059 -1.4864 1.8296
P -2.7360 0.0478 -0.6336
H -0.2728 -3.0656 2.3185
H -0.9275 2.8492 3.8726
C -0.1222 3.0321 -5.3556
C -0.1382 1.5557 5.4159
H 2.7767 0.7233 -3.0754
H 1.5967 -0.4054 2.5165
C -0.1220 0.7157 -4.6019
C -0.1447 1.1031 -3.2042
O 1.0539 -1.3585 7.0917
H -0.1745 4.5095 -3.7809
O -0.1784 0.3073 7.8380
C -3.8433 -1.1145 -1.4841
H 4.7662 -0.4037 0.1849
H -3.7211 -2.0998 -1.0360
H -4.2986 1.8007 -1.2646
O -0.9685 2.4424 1.4022
C -0.2834 1.4685 1.6394
H -3.0632 1.0211 1.5611
C -0.3332 1.9534 4.0993
H 1.1317 -3.4614 -0.8310
C -0.1113 1.6668 -5.6296
H -2.6830 2.4369 -0.8094
C -0.1567 3.4519 -4.0320
H -2.9230 1.6682 -2.4118
C 0.5916 0.3768 5.6816
C -3.2153 1.6472 -1.3548
H 1.0442 -4.0496 0.8711
C 3.1737 0.8830 -2.0663
C -0.9877 -2.5894 1.6369
H -0.0915 1.3194 -6.6574
```

Maximum force, eV/A: 5.23
HOMO-LUMO gap (alpha / beta), eV: 4.4188 / 4.4222
Highest occupied orbital energy (alpha / beta), Ha: -0.204 / -0.204
LUMO level (alpha / beta), eV: -1.124 / -1.124
E_tot, eV: -78271.6807
Relative energy (zero: lowest compared OMol25 entry of this formula, charge and spin), kcal per mole: 115.1

5.
Computed, not measured: a structure of composition C22H34N3OPtTe, with the ωB97M-V functional and the def2-TZVPD basis.

XYZ file:
```
62
C22H34N3OPtTe, DFT the ωB97M-V functional and the def2-TZVPD basis
H 3.3593 -3.0991 1.3677
H 0.2245 -1.5242 -5.0639
C -2.9355 -1.9489 0.8896
C -3.3629 0.0325 -2.8559
H 2.6233 -4.0827 0.0708
H -0.1121 0.1793 4.5933
H -1.0916 -2.2219 2.8553
C -1.4927 -0.5819 -1.4212
C 0.8440 4.5230 -0.0821
H -3.4815 -0.0370 -0.7496
C -4.8139 0.4192 -3.0067
H -5.0668 1.2657 -2.3654
H -0.3078 1.6794 -1.4758
C 0.7478 -0.4781 4.4538
H 5.7798 -1.2475 -0.1131
H 4.6347 -0.6103 1.1199
H 1.2111 1.8999 3.6807
H 0.4668 0.2186 -5.0470
C -2.8435 -0.2092 -1.5979
H -5.0468 0.6914 -4.0349
C -1.1882 -0.4464 -3.8422
O 2.1529 -0.8857 2.5618
N 1.0004 1.7628 0.1171
Te 3.2632 -1.6860 -0.8946
H 4.3947 -3.8869 0.1300
C 3.4379 -3.4100 0.3292
H 4.9577 0.3074 -0.3873
H 0.3434 -0.9982 -2.4543
H 0.4115 -1.5011 4.3108
C 1.5896 -0.0684 3.2736
C 4.8674 -0.6804 0.0617
C 1.6265 3.9195 0.8895
H -2.8788 -2.6608 0.0642
N -0.8963 -0.8125 -0.2060
C 2.5099 1.8410 1.9997
H -0.4888 4.1316 -1.7359
H -0.8618 -0.4738 -5.9752
H -0.5717 -3.0400 1.3732
Pt 1.1279 -0.5147 0.0875
H -3.8084 -1.3185 0.7527
H -3.1041 -2.5155 1.8057
H 0.7912 5.6022 -0.1542
C -1.6217 -1.1634 1.0559
C 0.2341 2.3407 -0.8145
H -2.9436 0.0832 -4.9583
N 1.6966 1.2746 3.0597
H 2.1919 4.5131 1.5966
H -2.5249 0.8061 1.2626
H 0.3235 -1.6298 1.9788
H -5.4647 -0.4108 -2.7245
H -0.9359 0.6541 2.0300
H 3.2319 2.5450 2.4140
H -2.3631 -0.0980 2.7780
C -0.6870 -0.6857 -2.5773
C -0.2938 -0.5645 -5.0507
C -1.8751 0.1344 1.8298
H 3.0552 1.0173 1.5458
C 0.1324 3.7152 -0.9540
C 1.6816 2.5379 0.9590
C -2.5326 -0.0955 -3.9701
H 1.3603 -0.4400 5.3568
C -0.6775 -2.0677 1.8579
```

Maximum force, eV/A: 0.76
HOMO-LUMO gap (alpha / beta), eV: 8.0673 / 6.3492
Highest occupied orbital energy (alpha / beta), Ha: -0.381 / -0.384
LUMO level (alpha / beta), eV: -2.302 / -4.103
Spin multiplicity: 3
E_tot, eV: -40417.3842
Relative energy (zero: lowest compared OMol25 entry of this formula, charge and spin), kcal per mole: 4.0
Charge: +1

6.
Computed, not measured: the molecule C22H34N4O10, with the ωB97M-V functional and the def2-TZVPD basis.

XYZ file:
```
70
C22H34N4O10, DFT the ωB97M-V functional and the def2-TZVPD basis
O -1.0681 -0.2214 -2.3945
H -4.8207 0.0259 1.8127
H 2.1561 1.0737 3.8247
C 3.7679 -2.6313 1.1075
H 2.0090 0.1351 0.5030
C -4.7121 -1.7424 0.5699
H 1.8694 1.7849 -4.2217
O -2.0495 1.6525 0.6267
O 1.8907 -1.6953 -2.3270
H 4.4232 -2.3145 -1.4818
H -0.4544 0.9665 -4.6707
O -0.4470 -1.9472 -1.2478
H 0.0912 3.3924 -4.9780
N 2.6635 1.6011 1.8682
C 0.2110 -2.5161 -0.1586
H -1.6578 3.5284 1.1384
H 4.6465 -0.2553 2.0135
C 1.2220 1.4500 -3.4143
C 2.2808 2.5667 0.8665
O 0.3167 3.1590 -0.3792
H 2.7536 2.3280 -0.0874
C 0.4456 2.0078 2.9721
C 1.9514 1.8574 3.0935
O -0.2949 1.9144 3.9157
N 1.6755 -2.3750 -0.1608
C -5.0590 -1.0335 1.8763
C -0.3829 -0.6004 -1.3503
C -1.4554 2.5353 1.5501
H -1.8942 2.4055 2.5466
C 0.7855 2.7043 0.6332
O -2.8602 -0.2533 0.0431
N -0.0235 2.3614 1.7081
H 1.4256 2.0481 -2.5284
H -2.2077 1.3561 -2.9174
C 4.0823 -0.2083 1.0783
H 2.3212 2.8021 3.5178
H -4.4976 -1.4638 2.7030
O 1.5982 -3.2982 1.8986
C 2.6358 0.2217 1.3929
H -6.1208 -1.1315 2.0889
H -2.9594 -2.1616 -0.6446
O -1.5667 -0.1604 1.8900
H 4.5468 0.5601 0.4561
C -2.1019 0.3498 0.9503
H 4.0648 -0.5887 -1.4786
C 3.8425 -1.5311 -0.9737
H -5.2571 -1.2634 -0.2497
C -5.0915 -3.2191 0.6326
H -2.6279 -2.0106 1.1076
C 2.2645 -2.8033 1.0236
H 2.6431 3.5567 1.1766
H -4.5489 -3.7152 1.4340
O 0.1992 0.0929 -0.5587
H -0.9102 1.7490 -1.7561
H -4.8570 -3.7183 -0.3043
C -0.5480 3.0616 -4.1634
C -3.2149 -1.6203 0.2701
H 2.2142 -0.4285 2.1629
H 4.0493 -2.5836 2.1608
H 1.4529 0.4088 -3.2014
H -0.0443 -3.5807 -0.1779
C -1.1601 1.1859 -2.6591
H -0.3671 3.6953 -3.2986
C -0.2430 1.6086 -3.8093
H -6.1565 -3.3244 0.8219
H -0.1326 -2.0687 0.7866
C 2.3791 -1.8558 -1.2372
N 4.2658 -1.4758 0.4017
H -1.5849 3.1780 -4.4694
H 4.2325 -3.5277 0.6755
```

Maximum force, eV/A: 0.80
HOMO-LUMO gap, eV: 9.2609
Highest occupied orbital energy, Ha: -0.318
LUMO level, eV: 0.609
Structure (SMILES): CC(C)COC(=O)OCN1C(=O)CN(CCN2CC(=O)N(COC(=O)OCC(C)C)C(=O)C2)CC1=O
E_tot, eV: -49803.4167
Relative energy (zero: lowest compared OMol25 entry of this formula, charge and spin), kcal per mole: 6.8

- The highest E_tot belongs to which entry?
  C22H34N2O5